1.
Molecular formula: C28H20AsClISV
Method: DFT, wB97M-V/def2-TZVPD

HOMO energy (spin up / spin down): -0.52774 / -0.52775 Ha
F_max: 0.7 eV/A
frontier orbital gap (spin up / spin down): 6.2 / 6.2 eV
relative energy (zero: lowest compared OMol25 entry of this formula, charge and spin): 0.0 kcal per mole
net charge: +2

Positions of all 53 atoms, in Å:
V1 0.3510 -0.5495 0.7067
I1 0.0901 -0.1316 3.3332
C1 1.6252 -1.5493 3.5086
C2 2.3824 -1.6341 4.6428
C3 3.3718 -2.6320 4.7174
C4 3.5661 -3.4927 3.6704
C5 2.7852 -3.3985 2.4968
C6 2.9581 -4.2935 1.4112
C7 2.1700 -4.2255 0.2921
C8 1.1672 -3.2484 0.2002
C9 1.0069 -2.3067 1.2047
C10 1.7888 -2.3965 2.3995
H1 2.2292 -0.9634 5.4776
H2 3.9704 -2.7131 5.6138
H3 4.3243 -4.2629 3.7317
H4 3.7206 -5.0588 1.4903
H5 2.3027 -4.9323 -0.5151
H6 0.5359 -3.2279 -0.6795
S1 -1.5870 -1.6756 0.3923
C11 -2.6424 -1.0805 -0.8889
C12 -3.8497 -1.7287 -1.1351
C13 -4.6576 -1.2682 -2.1651
C14 -4.2742 -0.1831 -2.9464
C15 -3.0727 0.4701 -2.7019
C16 -2.2772 0.0187 -1.6609
As1 -0.6175 0.7527 -1.1356
C17 0.2383 1.7432 -2.5101
C18 -0.1022 3.0823 -2.6878
C19 0.4712 3.7834 -3.7378
C20 1.3670 3.1503 -4.5891
C21 1.6988 1.8143 -4.4020
C22 1.1342 1.0994 -3.3582
C23 -0.8826 1.8281 0.4375
C24 -2.0327 1.6675 1.2259
C25 -2.2001 2.4439 2.3605
C26 -1.2292 3.3776 2.7110
C27 -0.0908 3.5469 1.9289
C28 0.0901 2.7749 0.7958
H7 -4.1439 -2.5841 -0.5414
H8 -5.5930 -1.7711 -2.3701
H9 -4.9133 0.1534 -3.7510
H10 -2.7683 1.3124 -3.3105
H11 -0.8005 3.5768 -2.0233
H12 0.2174 4.8235 -3.8900
H13 1.8113 3.7030 -5.4058
H14 2.3987 1.3296 -5.0686
H15 1.3973 0.0591 -3.2094
H16 -2.8006 0.9593 0.9390
H17 -3.0928 2.3340 2.9616
H18 -1.3681 3.9882 3.5938
H19 0.6505 4.2863 2.1999
H20 0.9717 2.9124 0.1832
Cl1 2.2039 0.3168 0.0572

Cartesian forces, eV/Å:
-0.60 -0.41 0.13
0.04 0.03 -0.06
0.00 -0.01 -0.01
0.00 -0.01 0.01
0.00 0.00 -0.01
-0.01 0.01 0.00
0.00 0.00 0.00
0.00 0.01 -0.01
0.00 0.00 0.00
0.01 -0.02 -0.03
0.01 0.09 -0.01
0.00 0.00 0.01
0.00 0.00 0.00
0.00 0.00 0.00
0.00 0.00 0.00
0.00 0.00 0.01
0.00 0.00 0.00
0.00 0.00 0.01
0.46 0.22 0.09
-0.07 0.03 -0.09
0.06 0.03 0.02
0.01 0.02 -0.01
0.02 0.02 0.00
-0.05 0.00 -0.04
0.03 -0.08 0.04
-0.08 0.03 -0.01
0.02 0.01 0.01
0.00 0.00 0.01
0.00 0.00 0.00
0.00 0.00 0.00
0.00 0.00 0.00
0.01 -0.01 0.00
0.00 -0.01 -0.02
-0.02 -0.01 0.00
0.01 0.01 0.01
0.00 -0.01 0.00
0.01 0.00 -0.01
0.02 0.00 0.03
0.00 0.00 0.00
0.00 0.00 0.00
0.00 0.00 0.00
0.00 0.00 0.00
0.00 0.00 0.00
0.00 0.00 0.00
0.00 0.00 0.00
0.00 0.00 0.00
0.00 0.00 0.00
0.01 0.00 0.00
0.00 0.00 0.00
0.00 0.00 0.00
0.00 0.00 0.00
0.00 -0.01 0.00
0.14 0.05 -0.07


2.
Molecular formula: C28H20BeIN5OS2
Method: DFT, wB97M-V/def2-TZVPD

HOMO energy: -0.23373 Ha
F_max: 3.9 eV/A
frontier orbital gap: 5.5 eV
relative energy (zero: lowest compared OMol25 entry of this formula, charge and spin): 5.3 kcal per mole

Positions of all 58 atoms, in Å:
Be1 -3.0151 -1.3324 -0.1705
C1 6.1868 8.4718 0.2689
O1 6.2789 7.0831 -0.1592
C2 5.2629 6.2059 0.0719
C3 5.6357 4.8263 0.0556
C4 4.6769 3.8470 0.0302
C5 3.3333 4.1750 0.1609
C6 2.9857 5.5311 0.2029
C7 3.9166 6.5336 0.2368
C8 2.2758 3.2219 0.1973
N1 0.9805 3.5264 0.0261
C9 0.2881 2.3323 -0.0073
C10 1.1765 1.2435 0.2145
N2 2.4188 1.8323 0.3252
C11 0.6893 -0.1069 0.2559
C12 1.4556 -1.3070 0.2828
C13 0.8746 -2.5121 0.2142
C14 -0.5088 -2.6022 0.2086
N3 -1.2731 -1.4796 0.1102
C15 -0.7407 -0.2606 0.0754
C16 -1.5649 0.7951 -0.3355
N4 -2.8058 0.4629 -0.7177
C17 -3.6504 1.5138 -0.9468
C18 -3.2668 2.8429 -0.8720
C19 -1.9734 3.1907 -0.4770
C20 -1.0896 2.1469 -0.2804
H1 7.1350 8.9101 -0.1351
H2 6.2648 8.5462 1.3359
H3 5.3148 9.0336 -0.1478
H4 6.6871 4.5445 0.0113
H5 4.9626 2.8345 -0.2504
H6 1.9195 5.6587 0.2317
H7 3.5187 7.5654 0.3827
H8 3.3264 1.3858 0.5323
H9 2.5091 -1.2766 0.0741
H10 1.5319 -3.3976 0.1218
H11 -1.0458 -3.5414 0.1574
H12 -4.7026 1.2724 -1.1966
H13 -4.0294 3.6208 -1.0959
H14 -1.7020 4.2120 -0.3349
S1 -3.7399 -3.2293 -1.6006
C21 -3.5460 -4.8198 -0.8091
N5 -2.4607 -5.2442 -0.1959
C22 -2.6475 -6.5464 0.2138
C23 -1.6223 -7.3529 0.7291
C24 -1.8168 -8.7286 0.7141
C25 -3.0538 -9.2961 0.3758
C26 -4.1232 -8.5088 -0.0280
C27 -3.9115 -7.1343 -0.1640
S2 -4.9131 -5.9490 -0.9166
H15 -0.6553 -6.9319 1.0252
H16 -0.9961 -9.4074 0.8925
H17 -3.1091 -10.3972 0.3850
H18 -5.0969 -8.8396 -0.3823
I1 -3.9108 -0.4733 2.0008
C28 -4.4880 -2.2224 -0.4282
H19 -5.2947 -1.6393 -0.8734
H20 -4.8518 -2.8294 0.4043

Cartesian forces, eV/Å:
-1.00 1.32 1.43
0.81 -0.12 -1.52
-0.40 0.60 0.60
0.54 -0.82 0.22
0.26 1.22 -0.32
-0.16 -0.41 -0.20
0.81 1.18 -0.24
-0.39 -1.51 0.56
-0.22 1.38 -0.08
-2.85 -2.12 -0.39
0.78 -0.69 -0.14
2.32 -0.51 0.80
-1.12 1.17 -0.36
1.13 0.53 0.16
-0.57 -0.29 -0.20
0.23 2.38 -0.75
-0.12 -1.87 0.21
-1.26 1.18 -0.32
-0.23 -1.98 -0.45
3.47 -0.91 0.14
-0.39 2.18 -0.26
-0.81 1.32 0.14
-0.14 -1.66 -0.44
-0.19 0.85 0.25
-1.44 -0.81 -0.68
-0.15 -0.98 0.28
-0.98 -0.24 0.22
-0.38 -0.07 0.65
0.59 -0.67 0.35
-0.22 0.32 -0.23
0.11 0.01 0.55
-0.22 0.74 0.19
0.77 -0.81 -0.40
-1.13 0.30 -0.21
0.49 0.34 0.53
-0.81 0.45 0.15
-0.03 -0.02 0.08
0.91 -0.05 0.16
0.70 -0.70 0.30
0.38 0.45 -0.07
1.28 -2.74 -2.40
0.24 0.25 0.21
-1.79 0.74 -0.62
-0.60 -0.94 -0.59
0.02 -0.39 -0.34
-0.31 0.29 0.08
-0.09 -0.56 -0.17
-0.08 0.64 -0.31
1.46 0.05 0.83
1.05 0.37 0.15
-0.45 -0.05 -0.27
0.09 0.08 0.37
-0.24 0.69 -0.03
0.30 -0.62 0.30
0.19 0.43 1.16
-0.05 0.94 0.98
-0.21 -0.26 0.00
0.05 0.41 -0.05


3.
Molecular formula: C28H20Br2ClNOPPd
Method: DFT, wB97M-V/def2-TZVPD

HOMO energy: -0.63066 Ha
F_max: 0.5 eV/A
frontier orbital gap: 5.0 eV
net charge: +3

Positions of all 55 atoms, in Å:
Pd1 0.6269 -0.2478 0.4588
Cl1 0.0729 -0.5477 2.7907
C1 1.6912 -0.6826 3.4716
C2 1.8833 -1.3269 4.6686
C3 3.1937 -1.4424 5.1355
C4 4.2614 -0.9330 4.4095
C5 4.0406 -0.2750 3.2073
C6 2.7349 -0.1258 2.7379
P1 2.3340 0.8629 1.3143
C7 1.6113 2.4077 1.7877
C8 0.8635 3.1250 0.8435
C9 0.2728 4.3172 1.2164
C10 0.4308 4.7936 2.5155
C11 1.1786 4.0854 3.4469
C12 1.7687 2.8825 3.0927
C13 3.7001 1.0159 0.2141
C14 4.2282 2.2860 -0.0494
C15 5.3758 2.3913 -0.8188
C16 5.9720 1.2484 -1.3356
C17 5.4351 -0.0149 -1.0888
C18 4.2986 -0.1378 -0.3151
H1 1.0524 -1.7407 5.2238
H2 3.3723 -1.9498 6.0742
H3 5.2702 -1.0416 4.7832
H4 4.8715 0.1428 2.6529
H5 0.7613 2.7643 -0.1745
H6 -0.3093 4.8801 0.4999
H7 -0.0308 5.7296 2.8009
H8 1.3022 4.4692 4.4502
H9 2.3509 2.3310 3.8202
H10 3.7601 3.1733 0.3565
H11 5.8075 3.3643 -1.0093
H12 6.8693 1.3385 -1.9337
H13 5.9194 -0.8956 -1.4886
H14 3.8893 -1.1184 -0.0948
C19 0.6388 -3.9219 0.6144
C20 0.8363 -3.5501 -0.8145
C21 1.0298 -4.5109 -1.8127
C22 1.1904 -4.1224 -3.1243
C23 1.1713 -2.7539 -3.4365
C24 1.3006 -2.2159 -4.7657
Br1 1.5276 -3.3207 -6.2016
C25 1.2491 -0.8227 -5.0331
C26 1.0880 0.0803 -4.0319
Br2 1.0033 1.8853 -4.3425
C27 0.9748 -0.3864 -2.6133
O1 0.8682 0.4115 -1.7035
C28 0.9914 -1.8632 -2.3718
N1 0.8203 -2.2381 -1.1179
H15 0.4935 -4.9918 0.7376
H16 -0.2256 -3.3967 1.0235
H17 1.5173 -3.6246 1.1943
H18 1.0362 -5.5595 -1.5488
H19 1.3264 -4.8670 -3.8975
H20 1.3379 -0.4900 -6.0592

Cartesian forces, eV/Å:
0.25 -0.18 -0.08
-0.16 -0.05 -0.03
0.13 -0.02 0.01
-0.06 0.01 -0.02
0.03 0.02 -0.02
-0.01 -0.02 0.02
-0.03 0.09 0.06
0.18 -0.11 -0.06
-0.38 0.30 0.14
0.16 -0.02 -0.01
0.08 0.07 -0.01
0.00 0.00 0.00
-0.01 0.02 -0.02
0.02 -0.04 0.01
-0.07 0.04 0.03
-0.09 -0.04 -0.10
-0.02 -0.03 -0.04
-0.03 -0.01 -0.02
0.01 0.01 -0.02
-0.02 -0.01 -0.03
0.01 -0.01 0.05
0.00 -0.01 0.00
0.00 0.00 0.00
0.00 -0.01 0.01
-0.01 -0.01 -0.01
-0.02 -0.02 0.01
0.00 0.01 0.00
-0.01 0.00 0.00
0.00 0.01 0.00
-0.01 -0.01 0.00
0.01 -0.01 0.03
0.00 0.00 0.00
0.01 0.00 0.01
0.01 0.00 0.00
0.02 0.00 0.02
0.01 0.01 -0.02
-0.05 -0.11 0.00
-0.02 0.02 0.03
0.02 0.03 -0.02
-0.01 -0.07 0.08
0.03 -0.23 -0.14
-0.05 0.19 0.22
0.00 0.17 -0.07
0.01 0.15 -0.19
0.01 -0.18 0.03
-0.12 0.13 0.18
0.18 -0.18 0.01
-0.01 -0.13 0.08
-0.02 0.20 -0.10
0.01 0.00 0.00
0.00 -0.01 0.00
0.00 0.01 0.00
0.00 0.00 0.00
0.00 0.01 -0.01
0.00 0.01 0.01


4.
Molecular formula: C28H20CdN7O5S3
Method: DFT, wB97M-V/def2-TZVPD

HOMO energy (spin up / spin down): -0.04719 / -0.09328 Ha
F_max: 0.1 eV/A
frontier orbital gap (spin up / spin down): 5.5 / 6.8 eV
multiplicity: 2
relative energy (zero: lowest compared OMol25 entry of this formula, charge and spin): 0.0 kcal per mole
net charge: -2

Positions of all 64 atoms, in Å:
Cd1 0.6689 0.0446 0.6805
C1 3.2873 -1.9008 -4.2309
C2 2.3135 -0.9846 -3.8431
C3 1.8472 -0.9586 -2.5423
C4 2.3477 -1.8551 -1.5857
C5 3.3283 -2.7796 -1.9807
C6 3.7842 -2.7933 -3.2887
N1 1.8586 -1.7594 -0.2907
N2 2.2767 -2.7139 0.5138
C7 1.9154 -2.5778 1.8155
C8 2.3035 -3.6003 2.7169
C9 1.9739 -3.4919 4.0409
C10 1.2617 -2.3697 4.4910
C11 0.9166 -1.4098 3.5623
N3 1.2218 -1.5136 2.2661
H1 3.6537 -1.9170 -5.2506
H2 1.9101 -0.2795 -4.5606
H3 1.0759 -0.2594 -2.2488
H4 3.7207 -3.4636 -1.2429
H5 4.5478 -3.5089 -3.5755
H6 2.8572 -4.4417 2.3227
H7 2.2672 -4.2703 4.7373
H8 0.9841 -2.2436 5.5282
H9 0.3632 -0.5178 3.8410
O1 -4.9946 -1.4367 -1.6488
C12 -4.9750 -1.8514 -0.3972
O2 -5.9278 -2.4117 0.1109
C13 -3.7354 -1.5997 0.3769
C14 -3.5964 -1.9168 1.7126
N4 -2.3542 -1.5692 2.0776
N5 -1.6830 -0.9968 1.0769
C15 -2.4935 -1.0025 0.0370
C16 -2.0159 -0.3221 -1.2127
O3 -2.7872 -0.3169 -2.2019
O4 -0.8853 0.2121 -1.1569
H10 -4.1087 -0.9740 -1.9031
H11 -4.3033 -2.3464 2.4007
H12 -2.0079 -1.4263 3.0260
O5 -0.2701 1.3532 2.3742
N6 -1.5297 1.6834 2.1711
C17 -1.8275 2.3363 1.0234
C18 -3.1090 2.6651 0.6774
C19 -4.1358 2.3181 1.5578
C20 -3.8195 1.6874 2.7336
C21 -2.4949 1.3494 3.0899
S1 -2.1130 0.5373 4.5440
H13 -0.9673 2.5393 0.4021
H14 -3.2923 3.1498 -0.2705
H15 -5.1689 2.5322 1.3145
H16 -4.5864 1.3973 3.4372
S2 3.5049 1.1517 1.6093
C22 2.9645 1.9998 0.2681
N7 1.8269 1.8086 -0.3789
C23 1.6607 2.6702 -1.4495
C24 0.5650 2.6984 -2.3145
C25 0.5429 3.6277 -3.3413
C26 1.5895 4.5310 -3.5263
C27 2.6842 4.5106 -2.6761
C28 2.7146 3.5821 -1.6457
S3 3.9307 3.3102 -0.4349
H17 -0.2360 1.9841 -2.1739
H18 -0.3054 3.6468 -4.0152
H19 1.5504 5.2485 -4.3372
H20 3.5045 5.2054 -2.8125

Cartesian forces, eV/Å:
0.04 0.00 -0.12
0.00 0.01 -0.03
-0.01 0.01 0.01
0.03 -0.03 0.00
-0.03 0.05 0.02
0.00 0.00 -0.03
0.01 -0.02 0.03
-0.03 -0.02 0.08
0.04 -0.01 -0.07
-0.01 -0.01 0.05
-0.01 0.02 -0.02
-0.01 0.01 0.00
0.00 -0.02 0.01
0.01 -0.01 -0.03
0.01 -0.04 0.09
0.00 0.00 0.00
0.00 0.00 0.00
-0.01 0.01 -0.01
0.00 0.00 0.00
0.00 0.00 0.00
0.00 0.00 -0.01
0.00 0.00 0.00
0.01 0.00 0.00
0.00 0.00 0.01
0.06 0.04 0.00
-0.03 0.04 -0.02
0.00 -0.01 -0.01
0.00 0.03 0.08
0.03 -0.06 -0.01
-0.04 0.05 0.01
0.02 0.02 0.00
-0.04 -0.03 -0.01
0.03 -0.06 -0.08
-0.03 0.03 0.05
0.03 0.03 0.01
-0.02 -0.05 0.00
0.00 -0.01 0.00
0.00 -0.01 0.00
0.00 -0.01 -0.07
0.04 0.03 0.00
0.00 0.02 -0.01
0.01 -0.02 0.01
0.01 0.01 0.01
-0.02 0.01 -0.02
-0.03 -0.01 0.02
0.00 -0.01 0.03
0.01 0.00 0.01
0.00 0.00 0.00
0.00 0.00 0.00
0.00 0.00 0.00
-0.01 0.00 -0.01
0.07 0.02 0.05
-0.12 0.03 -0.03
0.04 0.01 0.03
0.02 -0.01 0.04
-0.01 0.01 -0.01
-0.03 0.00 -0.02
0.06 -0.01 0.04
-0.04 -0.01 -0.02
-0.02 0.00 -0.03
-0.01 -0.01 -0.02
0.00 0.00 0.00
0.00 0.00 0.00
0.00 0.00 0.00


> The lowest F_max belongs to which entry?

C28H20CdN7O5S3